{"formula": "C5H15NO", "method": "ωB97M-V/def2-TZVPD", "smiles": "CCCNCC.O", "energy_ha": -329.45702, "orbital_gap_ev": 9.04, "homo_ev": -8.146, "symbols": ["C", "C", "H", "H", "C", "H", "H", "H", "H", "H", "H", "O", "C", "H", "H", "H", "H", "H", "N", "H", "H", "C"], "coordinates": [[1.636, 0.559, 0.244], [1.461, 1.850, -0.588], [0.458, 2.234, -0.539], [1.150, -4.268, 0.614], [-2.889, 1.024, -1.134], [1.732, 1.551, -1.604], [-1.405, 1.998, 0.152], [-3.065, 2.025, -1.532], [-3.883, 0.678, -0.846], [-2.513, 0.408, -1.950], [-1.362, -1.022, 0.019], [1.948, -3.808, 0.959], [-1.899, 1.034, 0.044], [2.216, 0.604, 1.164], [2.244, 2.582, -0.384], [0.236, -0.101, 1.666], [-0.562, -0.068, -1.200], [2.109, -0.218, -0.382], [0.355, -0.025, 0.666], [-2.423, 0.861, 0.983], [2.068, -3.013, 0.480], [-0.822, -0.083, -0.138]]}